Record 1
Here is an isolated molecule of C4H5NO from the Open Molecules 2025 dataset. Energies are from the ωB97M-V functional and the def2-TZVPD basis.

Geometry as ORCA input:
```
! wB97M-V def2-TZVPD RIJCOSX def2/J DEFGRID3
* xyz 0 1
O 2.1088 -0.5190 -0.0291
N 2.0627 0.8367 -0.2414
C 0.8074 1.1761 -0.1129
C 0.8717 -0.9578 0.2253
C -0.0268 0.0517 0.1579
C -1.5000 -0.1462 -0.0020
H -1.8770 -0.9489 0.6390
H 0.5549 2.2276 -0.1897
H 0.7454 -2.0121 0.4270
H -1.6514 -0.4612 -1.0392
H -2.0956 0.7529 0.1651
*
```

Output
* highest occupied orbital energy: -0.3526 Eh
* LUMO: 0.0342 Eh
* SMILES: Cc1cnoc1
* orbital gap: 10.524 eV
* relative energy (zero: lowest compared OMol25 entry of this formula, charge and spin): 1.610 eV



Record 2
Here is a 9-piece molecular cluster, C49H51Cl2F41O18 overall from the Open Molecules 2025 dataset. Energies are from the ωB97M-V functional and the def2-TZVPD basis.

Geometry as ORCA input:
```
! wB97M-V def2-TZVPD RIJCOSX def2/J DEFGRID3
* xyz 0 1
Cl -0.8594 -3.2780 -2.4304
Cl 1.0656 -5.4435 -1.3206
F -8.8190 -4.1372 -1.6110
F -9.1550 -1.0084 1.2720
F -10.1013 -1.9891 -0.8017
F 4.9858 1.1362 -4.0663
F 8.4967 -2.6311 -0.4832
F -1.9745 0.5366 0.7079
F -2.7068 -4.7362 -5.5949
F -6.3252 4.6177 5.4748
F -4.1269 -0.7095 1.4425
F 4.4868 -0.4558 -5.4389
F -8.5292 0.3694 -0.3079
F -0.7681 0.3670 7.7874
F 10.0292 5.0557 -1.9388
F -2.4244 -6.8443 -5.9916
F 6.5323 -0.1717 -4.8134
F 2.5270 3.7616 0.6626
F -6.9026 -3.4494 -0.8167
F -5.7362 0.7766 -0.3058
F -6.6810 -2.1114 1.4033
F 10.2788 7.0684 -1.2001
F -6.8526 0.0152 1.7677
F 6.8657 -1.7228 -1.5574
F 0.9620 2.5492 1.5528
F -7.0520 5.8157 3.8309
F -6.8727 -3.6253 4.6798
F -8.4305 -1.4817 -2.1014
F -8.6053 -3.7972 0.5442
F -4.9878 5.1738 3.8742
F 1.6357 2.1410 -0.4404
F -6.0574 -1.0489 -1.4442
F -5.5486 -2.0364 4.0476
F -4.4270 -2.4547 0.1738
F -2.6724 0.1569 6.7976
F -1.7902 -6.0014 -4.1084
F -2.4095 1.6573 8.3337
F -3.4864 0.4771 -1.4180
F 11.8166 5.5912 -0.8564
F -3.1472 -1.6386 -1.7436
F 7.3387 -1.0567 0.4420
F -6.0535 -3.6304 2.6860
F -1.7142 -1.6322 0.7405
O 4.4962 1.8294 -6.7937
O 3.2594 0.4616 0.8519
O 10.4521 5.8964 1.4034
O -5.9338 3.1529 2.4493
O -2.5661 1.4148 -4.3232
O 1.5216 -0.8570 -1.5283
O 8.8042 4.7240 0.4163
O -0.2260 2.3925 6.1071
O -7.6964 3.0074 3.8379
O 6.7424 1.7483 -6.6709
O -4.1743 -3.6611 5.6103
O 10.0146 -0.5227 -1.2385
O -4.1393 -5.1043 3.8820
O -2.4188 2.5155 5.6126
O 3.7279 2.0913 2.3365
O -4.2617 -6.7564 -3.3697
O 8.1164 0.5947 -1.7130
O -5.0492 -5.9490 -5.3173
C -6.4037 -6.2105 -4.9014
C 1.1474 -3.8040 -0.7617
C 7.8682 -1.4874 -0.7108
C 5.6548 1.4197 -6.3084
C 9.2832 1.4207 -3.6839
C 2.2281 -3.5400 0.2426
C -0.5979 -0.4103 -0.9407
C 3.0954 1.5476 1.3136
C -6.2352 4.8128 4.1595
C -1.4168 1.6576 -4.0611
C -4.1062 -6.2687 -4.4460
C -1.8627 -0.5677 -0.0894
C -0.8463 1.4301 -2.6803
C -1.7462 -3.9019 5.5983
C -3.2239 -0.6807 -0.7983
C 8.8266 -0.4233 -1.2654
C -0.5898 -0.0687 -2.4259
C 0.5076 -1.4503 -0.7362
C -4.5844 -4.1601 4.4568
C -1.3624 2.0639 6.2609
C 9.8973 5.6275 2.7067
C -4.3789 -1.1053 0.1767
C -1.8103 1.0365 7.3138
C 4.7337 1.2648 2.9575
C 0.9262 -0.3764 -2.7173
C 4.8513 2.0654 -9.1979
C -8.2293 -3.3580 -0.6769
C 2.0421 2.5247 0.7673
C 0.3219 -2.8685 -1.2388
C -3.0552 -4.3264 6.2275
C 8.8534 1.7052 -2.2624
C -1.6809 2.8557 3.3200
C 9.8000 5.3800 0.3783
C -6.9083 -5.1332 -3.9674
C -2.7255 -5.9511 -5.0432
C -5.7622 -0.5655 -0.2201
C -8.1428 1.8164 3.1544
C 5.4106 0.4565 -5.1369
C -2.1684 3.5078 4.5928
C -8.3223 -0.8561 0.2148
C -7.3368 0.6112 3.5839
C -6.5885 3.5451 3.3660
C 10.4990 5.7792 -0.9312
C -6.8909 -0.9379 0.8009
C 5.9994 1.2471 2.1305
C 10.2640 4.2403 3.1877
C -5.7857 -3.3460 3.9520
C -8.7477 -1.9076 -0.8623
C 4.5648 2.7660 -7.8878
H -1.1914 -0.6617 -3.0910
H -7.9546 -5.3037 -3.7228
H -6.3362 -5.1184 -3.0407
H -6.8109 -4.1518 -4.4333
H 9.8296 3.4736 2.5476
H -3.0894 -4.0312 7.2734
H -1.5634 1.8413 -1.9787
H 11.3460 4.1079 3.1780
H -9.1893 1.7024 3.4262
H 6.3577 2.2629 1.9568
H -0.7281 2.0470 -4.8289
H 6.7789 0.6803 2.6378
H -0.1300 0.4717 -0.5177
H -7.7247 -0.2923 3.1158
H 9.9004 4.0882 4.2030
H -0.7179 2.3698 3.4660
H 8.8187 5.7753 2.6830
H 3.5887 3.2441 -7.9153
H 5.8331 1.5944 -9.1861
H -1.6405 -2.8173 5.6376
H 8.4199 1.1606 -4.2903
H -6.9884 -6.2278 -5.8181
H 5.3071 3.5319 -7.6681
H -3.1205 3.9961 4.4284
H -2.3927 2.0941 2.9989
H -7.3752 0.4893 4.6667
H -0.9109 -4.3564 6.1294
H 2.8162 -2.6945 -0.0910
H -1.4732 4.2577 4.9684
H 8.1671 2.5483 -2.2355
H 0.9811 -1.1244 -3.5075
H 5.8200 0.7899 1.1603
H 0.0594 2.0118 -2.5639
H -1.6954 -4.2043 4.5532
H 4.8224 2.7806 -10.0187
H -3.1972 -5.4050 6.1784
H 10.3245 6.3842 3.3600
H -6.2911 0.7213 3.3004
H 9.7648 2.2969 -4.1163
H 0.7635 -1.4511 0.3097
H 4.1107 1.2871 -9.3829
H 1.5014 0.4753 -3.0461
H 4.9089 1.7069 3.9352
H 1.8034 -3.3379 1.2182
H 9.9821 0.5861 -3.7277
H -8.0905 1.9711 2.0776
H 2.8681 -4.4034 0.3046
H 4.3425 0.2601 3.1117
H 9.6980 1.9473 -1.6188
H -6.4653 -7.1988 -4.4479
H -1.5759 3.5949 2.5274
*
```

Output
* highest occupied orbital energy: -0.3275 Eh
* LUMO: 0.0118 Eh
* SMILES: C/C(Cl)=C(/Cl)[C@H]1OC[C@H](CC=O)[C@H]1C(F)(F)C(F)(F)C(F)(F)C(F)(F)C(F)(F)C(F)(F)C(F)(F)C(F)(F)F.CCOC(=O)C(F)(F)F.CCOC(=O)C(F)(F)F.CCOC(=O)C(F)(F)F.CCOC(=O)C(F)(F)F.CCOC(=O)C(F)(F)F.CCOC(=O)C(F)(F)F.CCOC(=O)C(F)(F)F.CCOC(=O)C(F)(F)F
* orbital gap: 9.232 eV



Record 3
Here is a 2-piece molecular cluster, C4H12S2 overall from the Open Molecules 2025 dataset. Energies are from the ωB97M-V functional and the def2-TZVPD basis.

Geometry as ORCA input:
```
! wB97M-V def2-TZVPD RIJCOSX def2/J DEFGRID3
* xyz 1 2
S -0.8349 -3.5046 -1.8710
S 1.2753 2.3525 0.4112
C 1.4119 3.4608 2.0532
C -0.9926 -1.8235 -1.5439
C -0.4962 2.4503 -0.1039
C 0.0204 -4.1823 -0.3889
H -1.1276 3.2605 0.3722
H -0.0672 -3.6247 0.5395
H -0.3417 -5.1840 -0.0272
H 1.3734 2.8310 3.0788
H 2.3209 4.0162 1.9142
H -0.0903 -1.3448 -2.1875
H 1.0149 -4.3337 -0.7789
H 0.6792 4.1979 1.9777
H -1.8414 -1.4646 -2.0658
H -0.9900 -1.4796 -0.4670
H -0.3040 2.7220 -1.1839
H -1.0100 1.6506 0.2712
*
```

Output
* highest occupied orbital energy (alpha / beta): -0.4019 / -0.4016 Eh
* LUMO (alpha / beta): -0.1317 / -0.3072 Eh
* orbital gap (alpha / beta): 7.352 / 2.571 eV
* relative energy (zero: lowest compared OMol25 entry of this formula, charge and spin): 1.785 eV
* <S²>: 0.753



Record 4
Here is a 2-piece molecular cluster, C5H13NO overall from the Open Molecules 2025 dataset. Energies are from the ωB97M-V functional and the def2-TZVPD basis.

Geometry as ORCA input:
```
! wB97M-V def2-TZVPD RIJCOSX def2/J DEFGRID3
* xyz 0 1
O 2.3564 -0.1340 0.3142
N 3.5045 -0.0221 -0.3548
C 0.6844 0.1643 -0.8147
C -0.4750 -0.1310 0.0143
C -0.5975 -1.6351 0.4270
C -0.5642 0.7522 1.2926
C -1.6724 0.1418 -0.8556
H -1.3808 -2.1145 -0.1763
H -1.2819 0.3140 1.9893
H 0.2534 0.9113 2.0342
H 0.8026 1.1900 -0.9717
H -0.9845 1.7170 0.9380
H -2.7122 -0.2992 -0.6171
H -0.9862 -1.9462 1.4351
H -1.5389 -0.4499 -1.8258
H 3.6065 -0.7543 -1.0453
H 0.9370 -0.6433 -1.5311
H 3.7272 0.8578 -0.8515
H 0.4299 -2.1014 0.3577
H -1.7894 1.1775 -1.0756
*
```

Output
* highest occupied orbital energy: -0.2935 Eh
* LUMO: 0.0263 Eh
* orbital gap: 8.702 eV
* relative energy (zero: lowest compared OMol25 entry of this formula, charge and spin): 5.286 eV



Record 5
Here is a 2-piece molecular cluster, C6H12N2 overall from the Open Molecules 2025 dataset. Energies are from the ωB97M-V functional and the def2-TZVPD basis.

Geometry as ORCA input:
```
! wB97M-V def2-TZVPD RIJCOSX def2/J DEFGRID3
* xyz 0 1
N -0.3399 0.1220 -1.0152
N -1.7973 0.1579 -2.6714
C -0.4772 0.2145 -2.2971
C -1.8047 -0.3135 0.9681
C -1.6100 -0.0651 -0.4929
C 2.1203 -0.0276 2.1059
C 2.7524 0.2544 0.7342
C -2.5064 -0.0927 -1.5160
H 3.5689 0.9704 0.7323
H 1.1225 0.3995 2.1527
H -1.3283 -1.2443 1.2359
H 3.0559 -0.6358 0.1947
H 2.7489 0.4003 2.8844
H -2.8620 -0.2766 1.1954
H 2.1201 -1.1040 2.2741
H 0.3061 0.4433 -3.0085
H -3.5875 -0.1417 -1.5265
H 1.9877 0.6290 0.0606
H -1.3811 0.4995 1.5648
H -2.0882 -0.1893 -3.5753
*
```

Output
* highest occupied orbital energy: -0.3219 Eh
* LUMO: 0.0335 Eh
* SMILES: Cc1c[nH]cn1.CC
* orbital gap: 9.670 eV
* relative energy (zero: lowest compared OMol25 entry of this formula, charge and spin): 0.276 eV



Record 6
Here is C31H80CdN5O12 as an isolated structure from the Open Molecules 2025 dataset. Energies are from the ωB97M-V functional and the def2-TZVPD basis.

Geometry as ORCA input:
```
! wB97M-V def2-TZVPD RIJCOSX def2/J DEFGRID3
* xyz 1 1
Cd 6.7374 -0.5480 -3.4009
O 5.4710 4.7366 -0.7663
O -5.0191 -2.9912 5.9559
O -1.3600 2.6464 -7.9764
O -0.2618 -4.2606 3.3887
O 6.2032 -2.8070 -2.1374
O 3.7622 0.5860 -2.1690
O 0.4161 2.4243 8.6890
O -4.1953 -1.1961 0.9897
O -1.1467 4.3292 3.3760
O -3.8731 5.7413 -9.1068
O 2.9259 -3.5763 -7.5303
O 3.7555 -0.4467 5.0811
N -3.8438 3.5468 -6.2086
N -5.4209 -0.8633 3.8740
N 2.5694 -2.0173 1.9856
N -1.8275 3.6692 6.1892
N 5.3324 -3.1900 -4.7016
C -0.8403 3.0745 3.9495
C 4.7770 -3.9571 -3.5377
C 5.6533 -4.0425 -2.2972
C 2.2965 -4.6562 -8.1809
C 4.3494 -2.7042 -5.6973
C -0.0519 4.9622 2.6723
C -4.7215 5.3935 -10.2344
C -6.0300 -0.7893 2.5370
C -3.3524 -0.9391 -0.1484
C 1.2266 -2.6532 2.0822
C -1.9703 2.8320 5.0534
C -0.3763 2.1697 7.6815
C -2.4604 3.2926 -5.8137
C -5.0477 -0.1694 1.5145
C -3.9691 4.8324 -6.9037
C 0.0732 3.1504 -8.1366
C 0.3884 1.3317 9.5904
C -1.7495 2.2285 -6.6411
C -4.3862 -1.8858 3.9131
C -3.3589 4.6293 -8.3630
C 3.3459 -3.7948 -6.1428
C 6.6606 -2.4108 -0.8178
C -0.6603 3.5140 7.0255
C -4.9084 -3.2312 7.3525
C 4.1479 -0.9449 6.3378
C -3.8741 -2.3603 5.3284
C 2.8903 -1.0109 2.9315
C 1.0687 -3.9253 2.9787
C 3.0248 -1.5133 4.3724
C 2.5458 1.2615 -2.3953
C -1.0235 -5.0188 2.4820
H 0.9227 -2.9084 1.0670
H -5.5843 0.3055 0.6932
H 4.6635 -0.1143 6.8200
H -1.8693 4.2077 -5.7764
H 4.7450 -1.8567 6.3243
H 5.2055 5.6154 -1.0374
H -6.4627 -1.7766 2.3756
H 0.1622 4.1102 -7.6277
H 2.2918 2.1212 -1.7752
H -3.4037 5.6375 -6.4343
H 6.3324 -2.9273 0.0842
H 1.4651 -5.1016 -7.6345
H -0.4731 5.7745 2.0799
H 0.1415 1.5049 6.9901
H -3.5010 -1.4967 3.4100
H -5.5347 4.7655 -9.8704
H -4.0819 4.8091 -10.8958
H -2.5866 2.8926 -4.8077
H -6.8336 -0.0833 2.7468
H 4.8531 -2.2877 -6.5696
H 7.7117 -2.6882 -0.8977
H -2.8991 3.1305 4.5672
H -5.5972 -2.5053 7.7846
H 0.9893 1.5690 10.4683
H 3.9010 -3.4289 -3.1613
H 2.4755 -4.0011 -5.5200
H -1.9771 -5.2648 2.9493
H 4.7303 4.1785 -1.0030
H 3.5634 -2.4568 4.2842
H -1.9400 1.7525 5.2014
H 0.5612 0.4178 9.0221
H -2.2816 4.7641 -8.2658
H -3.8813 -3.2043 7.7165
H -0.8226 1.9814 -6.1236
H -1.2444 -4.4319 1.5905
H 6.6683 -1.3383 -0.6235
H -0.6052 1.2560 10.0321
H 2.4891 1.6473 -3.4132
H -0.7103 2.2819 3.2126
H -4.2424 2.7476 -6.6804
H 0.2845 3.2282 -9.2031
H 0.5188 4.3058 2.0154
H 1.7112 0.5740 -2.2580
H 0.5155 -1.9092 2.4413
H 2.9727 -5.5104 -8.1472
H 6.4936 -4.7366 -2.3150
H 3.9645 -4.6877 -6.2329
H 0.6529 5.4527 3.3436
H -0.5934 -5.9882 2.2302
H 3.8383 -0.5876 2.5994
H -2.5875 3.3316 6.7624
H -2.7009 -0.1005 0.0973
H -6.2088 -1.2186 4.3965
H 2.0880 -0.2916 2.7670
H -2.2948 1.2871 -6.7071
H 3.2610 -1.3494 6.8255
H -4.6043 -2.7671 3.3099
H -2.7214 -1.7905 -0.4033
H -5.3304 -4.2334 7.2770
H -0.6081 4.2788 7.8004
H 4.8972 -4.3641 -1.5810
H 5.8736 -3.8360 -5.2582
H -3.8480 -0.6807 -1.0843
H 0.2793 3.7085 6.5084
H -2.9228 -2.8899 5.3797
H -5.1428 6.2661 -10.7337
H 2.6969 -1.5781 1.0850
H 0.1405 3.0793 4.4249
H -3.5587 -1.4544 5.8460
H -1.3578 1.7475 7.8972
H -3.6928 3.7395 -8.8966
H 1.9431 -4.4416 -9.1894
H 3.8110 -1.8930 -5.2072
H 1.5627 -3.7546 3.9352
H -4.4593 0.6383 1.9500
H 2.0771 -1.7043 4.8757
H -4.9743 5.2539 -6.9039
H 1.5622 -4.7776 2.5115
H 0.6951 2.5256 -7.4954
H 4.5337 -4.9184 -3.9903
*
```

Output
* highest occupied orbital energy: -0.3443 Eh
* LUMO: -0.2910 Eh
* orbital gap: 1.451 eV
* relative energy (zero: lowest compared OMol25 entry of this formula, charge and spin): 11.119 eV



| no. | molar mass (g/mol) | calculated total energy (eV) |
| --- | --- | --- |
| 1 | 83.09 | -7764.916 |
| 2 | 1777.75 | -224957.363 |
| 3 | 124.27 | -26002.541 |
| 4 | 103.16 | -8928.725 |
| 5 | 112.18 | -9396.574 |
| 6 | 827.42 | -70004.683 |